# 1
Formula: C19H17CoN8S3
Source: the Open Molecules 2025 dataset
Level of theory: ωB97M-V/def2-TZVPD

**<S²>**: 0.7662
**Energy**: -3749.4476 Eh
**Maximum force**: 0.83 eV/Å
**Net charge**: +1
**Multiplicity**: 2
**E_HOMO (alpha / beta)**: -11.083 / -11.193 eV

Positions of all 48 atoms, in Å:
Co: -0.6059 2.0560 -1.1966
N: -1.4730 4.0001 2.4098
C: -1.1639 3.2007 1.3772
S: -1.3517 3.8925 -0.2322
N: -0.7568 1.9929 1.6594
N: -0.4555 1.2660 0.5408
C: -0.2202 0.0085 0.6581
C: -0.2960 -0.6787 1.9744
C: 0.5874 -0.3415 2.9948
C: 0.4949 -0.9665 4.2281
C: -0.4919 -1.9180 4.4554
C: -1.3840 -2.2467 3.4446
C: -1.2851 -1.6302 2.2058
C: 0.0712 -0.7948 -0.6300
C: 0.4877 -2.2302 -0.3204
C: 1.6414 -2.7735 -0.6906
C: 2.6658 -1.9545 -1.4665
C: 2.0279 -1.6714 -2.8249
N: 1.2075 -0.7052 -2.8135
H: -1.8656 4.9082 2.2428
H: -1.4515 3.6290 3.3443
H: 1.3448 0.4141 2.8209
H: 1.1881 -0.7053 5.0171
H: -0.5720 -2.3961 5.4233
H: -2.1585 -2.9823 3.6200
H: -1.9978 -1.8716 1.4234
H: -0.2300 -2.8337 0.2209
H: 1.8563 -3.8106 -0.4647
H: 3.6503 -2.4121 -1.4979
H: 2.1859 -2.2802 -3.7117
N: -3.4067 1.3839 -3.1286
C: -2.7232 0.3337 -2.6332
N: -1.6519 0.4470 -1.8841
C: -1.1826 -0.7959 -1.4852
C: -1.8859 -1.8472 -1.9285
S: -3.2145 -1.2998 -2.8934
C: 1.2251 -0.1385 -1.4427
C: 2.5731 -0.5664 -0.8482
S: 3.7082 0.7197 -1.4387
C: 2.3468 1.8215 -1.5917
N: 1.1652 1.2983 -1.5107
N: 2.5748 3.1288 -1.7463
H: -3.1578 2.3164 -2.8449
H: -4.2210 1.2571 -3.7000
H: -1.7058 -2.8997 -1.7856
H: 2.5935 -0.5881 0.2397
H: 3.5097 3.4949 -1.7515
H: 1.8032 3.7694 -1.8385

Here are the Mulliken charges for atoms 1 to 8, given in e:
1. Co -0.3769
2. N -0.3757
3. C 0.4842
4. S -0.3144
5. N -1.2368
6. N 1.0101
7. C -0.1778
8. C 0.1017

---

# 2
Formula: C3H3F2N
Source: the Open Molecules 2025 dataset
Level of theory: ωB97M-V/def2-TZVPD

**Energy**: -370.5412 Eh
**Maximum force**: 4.48 eV/Å
**SMILES**: N#C[C@@H](F)CF
**E_HOMO**: -12.397 eV

Positions of all 9 atoms, in Å:
N: -2.0677 -0.2981 1.6049
C: -1.0567 -0.2351 1.0773
C: 0.3110 -0.0458 0.5981
F: 1.0402 -1.1585 0.8249
C: 0.2498 0.2881 -0.8621
F: -0.5001 -0.6262 -1.6061
H: 1.0101 0.6823 1.1238
H: 1.1913 0.2166 -1.5216
H: -0.1779 1.1767 -1.2392

Here are the Mulliken charges for atoms 1 to 8, given in e:
1. N -0.3257
2. C 0.0953
3. C 0.4632
4. F -0.2527
5. C -0.4587
6. F -0.2824
7. H 0.1992
8. H 0.2611

---

# 3
Formula: C9H16GeNO4S2SeV
Source: the Open Molecules 2025 dataset
Level of theory: ωB97M-V/def2-TZVPD

**<S²>**: 0.8882
**Energy**: -6927.1391 Eh
**Maximum force**: 0.78 eV/Å
**Net charge**: -1
**Multiplicity**: 2
**E_HOMO (alpha / beta)**: -5.045 / -5.237 eV

Positions of all 35 atoms, in Å:
V: -0.3667 -0.4834 -0.1947
O: -1.6756 0.4611 2.6625
S: -0.5878 1.0667 1.9109
O: -0.0127 2.2402 2.5068
O: 0.4501 -0.0163 1.6050
O: -1.0155 1.3102 0.4637
C: -1.3362 1.9801 -3.0262
Ge: 0.5573 1.8178 -2.5032
C: 1.0623 3.3089 -1.3178
C: 1.6417 1.9896 -4.1657
C: 0.9113 0.0886 -1.6767
H: -1.4874 2.8432 -3.6784
H: -1.9540 2.0898 -2.1349
H: -1.6602 1.0831 -3.5545
H: 0.8032 4.2655 -1.7762
H: 2.1379 3.3040 -1.1318
H: 0.5419 3.2149 -0.3658
H: 1.4329 2.9414 -4.6605
H: 1.4128 1.1816 -4.8633
H: 2.7088 1.9483 -3.9390
H: 1.8768 0.0951 -1.1549
H: 0.9398 -0.7024 -2.4310
Se: -2.1512 -1.4733 -1.0927
S: 1.0325 -2.6637 0.1852
C: 0.2770 -2.8676 1.6817
N: -1.0429 -2.5848 1.8222
C: -1.6882 -2.5330 3.0032
C: -1.0505 -2.8950 4.1503
C: 0.2934 -3.2933 4.0562
C: 0.9452 -3.2843 2.8514
H: -1.5521 -2.3053 0.9811
H: -2.7040 -2.1726 2.9637
H: -1.5616 -2.8443 5.0988
H: 0.8296 -3.5772 4.9534
H: 1.9921 -3.5333 2.7713

Here are the Mulliken charges for atoms 1 to 8, given in e:
1. V 0.6486
2. O -0.6314
3. S 1.2677
4. O -0.6513
5. O -0.5975
6. O -0.5911
7. C -1.1522
8. Ge 0.5417

---

# 4
Formula: C3H8O2
Source: the Open Molecules 2025 dataset
Level of theory: ωB97M-V/def2-TZVPD

**Energy**: -269.4543 Eh
**Maximum force**: 0.29 eV/Å
**E_HOMO**: -9.329 eV

Positions of all 13 atoms, in Å:
O: 1.2774 -0.7062 0.5411
C: 0.7091 0.6018 0.8150
C: -0.6527 0.7282 0.0829
C: -0.6798 -0.3795 -0.9692
O: 0.3647 -0.4912 -1.6952
H: 0.2198 -1.3444 0.4391
H: 1.4283 1.3379 0.4544
H: 0.6188 0.6852 1.8990
H: -0.7135 1.6974 -0.4204
H: -1.5025 0.6374 0.7670
H: -0.6984 -1.4766 -0.0010
H: -1.6653 -0.6208 -1.3958
H: 1.2940 -0.6691 -0.5169

Here are the Mulliken charges for atoms 1 to 8, given in e:
1. O -0.5820
2. C -0.2979
3. C -0.4912
4. C -0.2644
5. O -0.7050
6. H 0.2468
7. H 0.2880
8. H 0.2738